Entry 1:
The following is a DFT calculation (wB97M-V/def2-TZVPD) of a 9-piece molecular cluster, C12H42NO9 overall.

The geometry in XYZ format:
```
64
Properties=species:S:1:pos:R:3
C -0.757 1.297 0.304
C 0.106 0.014 0.214
O -0.456 -1.196 0.478
H -0.075 2.149 0.400
H -1.388 1.255 1.201
H -1.557 1.463 -0.430
H 0.900 0.246 0.980
H 0.654 -0.001 -0.768
C -3.217 -0.384 -1.539
C -4.679 -0.681 -1.817
O -4.967 -2.035 -1.490
H -3.091 0.703 -1.551
H -2.562 -0.747 -2.333
H -2.831 -0.766 -0.594
H -4.820 -0.544 -2.901
H -5.341 0.034 -1.316
H -5.874 -2.228 -1.736
C 3.053 2.885 3.372
C 1.763 3.557 2.966
O 1.312 4.507 3.937
H 2.955 2.287 4.274
H 3.820 3.657 3.479
H 3.374 2.238 2.552
H 0.924 2.884 2.804
H 1.920 4.065 2.005
H 1.996 5.169 4.069
C -5.195 2.663 0.580
C -4.981 1.638 1.670
O -3.785 1.911 2.399
H -6.053 2.410 -0.043
H -4.301 2.699 -0.050
H -5.275 3.669 0.998
H -4.925 0.629 1.271
H -5.806 1.693 2.391
H -3.836 2.798 2.763
C 3.693 -1.726 -3.418
C 4.113 -0.662 -2.411
C 5.278 -1.110 -1.544
O 4.915 -2.238 -0.803
C 5.912 -2.639 0.093
N 4.519 0.605 -3.061
H 3.564 -2.699 -2.935
H 4.478 -1.939 -4.151
H 2.767 -1.426 -3.905
H 3.309 -0.434 -1.706
H 5.455 -0.275 -0.847
H 6.166 -1.252 -2.184
H 6.909 -2.524 -0.350
H 5.712 -3.664 0.397
H 5.908 -2.045 1.021
H 4.010 0.721 -3.932
H 5.481 0.495 -3.380
O -2.510 -0.744 2.358
H -2.988 0.091 2.388
H -1.796 -0.597 1.685
O -2.147 -3.359 -0.838
H -2.959 -3.527 -1.326
H -2.022 -2.403 -0.853
O -2.529 -3.466 2.195
H -2.644 -2.504 2.064
H -3.250 -3.750 2.760
O 1.072 -2.624 -1.829
H 1.969 -2.463 -2.133
H 0.612 -1.781 -1.896
```

Properties
Frontier orbital gap   5.723 eV
Net charge   -1
Max |F|   1.7 eV/A
E_LUMO   2.66 eV

=====

Entry 2:
The following is a DFT calculation (wB97M-V/def2-TZVPD) of an isolated ion of composition C5H6NO2S and charge -1.

The geometry in XYZ format:
```
15
Properties=species:S:1:pos:R:3
C 0.837 1.280 -1.223
C 1.648 1.604 -2.469
C -0.033 2.234 0.900
C -0.841 -0.307 -0.301
C -0.118 -1.629 -0.309
N 0.555 2.086 -0.339
O 2.736 1.107 -2.668
O 0.926 2.272 -3.151
S -1.239 0.452 1.129
H 0.617 2.192 1.755
H -0.867 2.870 0.818
H -1.646 -0.269 -1.112
H 0.595 -1.787 0.491
H 0.411 -1.920 -1.150
H -0.742 -2.573 -0.181
```

Properties
Frontier orbital gap   7.358 eV
Net charge   -1
Max |F|   4.1 eV/A
E_LUMO   3.24 eV

=====

Entry 3:
The following is a DFT calculation (wB97M-V/def2-TZVPD) of a 12-piece molecular cluster, H24O12 overall.

The geometry in XYZ format:
```
36
Properties=species:S:1:pos:R:3
O -2.713 0.707 -0.585
H -1.939 0.237 -0.961
H -2.607 1.613 -0.800
O -1.122 3.487 -1.635
H -0.581 3.174 -0.859
H -0.548 4.107 -2.034
O -0.021 2.244 0.488
H -0.441 2.480 1.356
H 0.784 2.762 0.558
O -1.113 -0.594 2.425
H -0.585 -0.619 3.247
H -1.694 0.102 2.617
O 2.394 1.182 2.180
H 1.570 1.682 2.223
H 3.177 1.808 2.306
O 1.496 -0.077 -2.937
H 1.320 0.529 -2.210
H 2.352 -0.130 -3.345
O -3.544 -1.680 2.126
H -2.801 -2.175 2.453
H -3.043 -1.041 1.634
O 2.334 -1.898 0.267
H 2.397 -2.252 -0.666
H 1.555 -1.399 0.178
O 0.010 -0.457 -0.026
H 0.225 0.494 -0.009
H -0.460 -0.573 0.766
O 0.585 -2.747 -2.283
H 1.324 -3.241 -2.661
H 0.995 -1.958 -1.946
O 2.567 1.009 -0.396
H 2.281 0.838 0.497
H 3.478 0.649 -0.387
O -2.541 -2.470 -0.702
H -1.733 -2.810 -0.276
H -3.357 -2.982 -0.602
```

Properties
Frontier orbital gap   9.408 eV
SMILES   O.O.O.O.O.O.O.O.O.O.O.O
Max |F|   3.4 eV/A
E_LUMO   -0.87 eV

=====

Entry 4:
The following is a DFT calculation (wB97M-V/def2-TZVPD) of a 6-piece molecular cluster, C17H33Br6N3O overall.

The geometry in XYZ format:
```
60
Properties=species:S:1:pos:R:3
C 6.710 -0.956 -2.671
N 6.125 -0.392 -3.860
C 4.996 0.486 -3.718
C 6.511 -0.781 -5.108
O 5.926 -0.524 -6.138
H 5.984 -1.363 -1.963
H 7.089 -0.099 -2.082
H 7.553 -1.600 -2.896
H 4.154 -0.115 -3.364
H 5.165 1.308 -3.013
H 4.702 0.991 -4.635
H 7.447 -1.366 -5.139
Br 1.408 -1.336 -4.566
C 0.230 -1.480 -3.003
C -0.874 -0.453 -3.118
Br -0.259 1.323 -2.506
H 0.873 -1.226 -2.163
H -0.081 -2.513 -2.891
H -1.654 -0.708 -2.401
H -1.244 -0.398 -4.135
Br -1.272 6.962 -0.249
C -0.884 5.205 0.592
C -2.052 4.773 1.439
Br -3.601 4.268 0.393
H -0.034 5.491 1.203
H -0.623 4.519 -0.204
H -2.291 5.550 2.165
H -1.803 3.933 2.090
Br -4.511 1.177 6.130
C -3.883 -0.447 5.286
C -2.423 -0.233 4.919
Br -1.577 -1.947 4.390
H -4.494 -0.753 4.443
H -3.936 -1.238 6.032
H -1.834 0.130 5.750
H -2.354 0.363 4.015
C -4.338 -3.781 1.011
C -4.097 -2.300 1.361
C -3.147 -1.744 0.280
C -1.829 -2.422 0.280
N -0.787 -2.900 0.245
H -3.421 -4.369 1.064
H -4.615 -3.882 -0.044
H -5.153 -4.226 1.580
H -3.745 -2.197 2.382
H -5.022 -1.755 1.169
H -2.904 -0.687 0.427
H -3.607 -1.812 -0.704
C -0.561 1.174 1.577
C 0.366 0.147 0.930
C 1.846 0.481 0.995
C 2.629 -0.419 0.133
N 3.216 -1.067 -0.614
H -0.767 1.981 0.875
H -0.270 1.422 2.600
H -1.510 0.659 1.767
H 0.165 0.092 -0.143
H 0.137 -0.829 1.354
H 2.288 0.444 1.989
H 1.938 1.436 0.464
```

Properties
Frontier orbital gap   8.836 eV
SMILES   CN(C)C=O.BrCCBr.BrCCBr.BrCCBr.CCCC#N.CCCC#N
Max |F|   2.1 eV/A
E_LUMO   0.08 eV

=====

Entry 5:
The following is a DFT calculation (wB97M-V/def2-TZVPD) of a 2-piece molecular cluster, C12H24F4INO2PS2 overall.

The geometry in XYZ format:
```
47
Properties=species:S:1:pos:R:3
C 3.272 -2.994 0.694
C 1.882 -2.064 0.753
I 2.444 -0.190 -0.321
C 0.735 -2.933 -0.017
N -0.691 -2.502 0.193
C -1.436 -3.743 0.730
C -1.028 -4.132 2.270
F -2.289 -4.122 3.078
C -0.902 -1.301 1.080
C -2.512 -0.968 1.388
C -2.771 0.553 1.937
F -3.891 1.117 1.115
F -1.570 1.418 1.995
F -3.316 0.485 3.345
P -1.377 -2.260 -1.475
S -0.695 -0.674 -2.370
H 4.110 -2.588 1.417
H 3.643 -2.948 -0.416
H 3.016 -4.141 0.902
H 1.693 -1.885 1.901
H 0.988 -2.870 -1.182
H 0.933 -4.077 0.263
H -2.618 -3.640 0.597
H -1.149 -4.692 0.064
H -0.640 -5.261 2.271
H -0.161 -3.497 2.732
H -0.505 -0.362 0.496
H -0.423 -1.408 2.168
H -2.794 -1.699 2.289
H -3.220 -1.262 0.506
H -2.843 -2.207 -1.438
H -1.024 -3.440 -2.273
C 1.288 5.653 -0.831
C -0.041 4.903 -0.918
C -0.111 4.253 -2.298
S 1.578 3.957 -2.798
O 1.871 4.787 -3.947
O 1.836 2.531 -2.785
C 2.339 4.690 -1.363
H 1.511 5.966 0.193
H 1.248 6.550 -1.459
H -0.074 4.128 -0.142
H -0.893 5.570 -0.752
H -0.653 3.304 -2.269
H -0.570 4.921 -3.033
H 3.270 5.185 -1.646
H 2.540 3.890 -0.645
```

Properties
Frontier orbital gap   8.866 eV
Net charge   +1
Max |F|   5.1 eV/A
E_LUMO   -3.44 eV

=====

Entry 6:
The following is a DFT calculation (wB97M-V/def2-TZVPD) of a 2-piece molecular cluster, C2H3ClO2S overall.

The geometry in XYZ format:
```
9
Properties=species:S:1:pos:R:3
C -0.691 -2.169 -1.569
C -0.091 -1.434 -0.689
O 0.462 -0.720 0.063
H -0.715 -3.244 -1.387
H -1.129 -1.868 -2.403
O 1.219 3.923 -2.115
S 1.233 3.753 -0.479
Cl -0.715 3.774 -0.022
H 0.980 3.092 -2.459
```

Properties
Frontier orbital gap   9.483 eV
SMILES   C=C=O.OSCl
Max |F|   4.3 eV/A
E_LUMO   0.40 eV

=====

Entry 7:
The following is a DFT calculation (wB97M-V/def2-TZVPD) of a 2-piece molecular cluster, C4H8ClI overall.

The geometry in XYZ format:
```
14
Properties=species:S:1:pos:R:3
C 1.335 0.861 -1.427
C 1.884 0.674 -0.088
Cl 2.646 2.037 0.710
I 3.470 -1.032 -0.257
H 0.727 0.059 -1.620
H 0.656 1.768 -1.487
H 2.028 0.831 -2.240
H 1.060 0.472 0.577
C -2.738 -1.116 0.536
C -1.783 -0.794 1.400
H -3.713 -1.164 1.005
H -2.635 -1.218 -0.548
H -0.867 -0.456 1.011
H -2.069 -0.922 2.429
```

Properties
Frontier orbital gap   9.315 eV
SMILES   C[C@H](Cl)I.C=C
Max |F|   2.8 eV/A
E_LUMO   -0.34 eV

=====

Entry 8:
The following is a DFT calculation (wB97M-V/def2-TZVPD) of a 14-piece molecular cluster, C36H69Cl8F7N9O12S2 overall.

The geometry in XYZ format:
```
143
Properties=species:S:1:pos:R:3
C 13.007 -26.644 3.387
F 12.352 -27.782 3.243
F 13.268 -26.009 2.250
F 12.205 -25.833 4.113
S 14.647 -26.899 4.379
O 14.118 -27.171 5.739
O 15.363 -28.041 3.793
N 15.401 -25.359 4.209
S 16.899 -25.677 4.345
O 17.366 -26.499 5.547
O 17.496 -25.997 3.055
C 17.427 -23.851 4.757
F 16.708 -22.966 4.040
F 17.253 -23.528 6.081
F 18.721 -23.853 4.432
C 10.048 -24.787 2.311
C 8.589 -25.111 2.651
O 8.199 -25.258 3.852
N 7.858 -25.218 1.534
C 6.445 -25.640 1.491
H 10.549 -25.750 2.405
H 10.564 -24.141 3.021
H 10.195 -24.389 1.307
H 8.441 -25.401 0.729
H 6.159 -26.470 2.138
H 6.133 -25.802 0.459
H 5.827 -24.818 1.850
C 10.402 -26.696 6.617
C 9.027 -27.026 7.089
O 8.114 -26.591 6.468
N 8.923 -27.743 8.193
C 7.680 -28.194 8.839
H 10.990 -26.676 7.535
H 10.448 -25.685 6.213
H 10.845 -27.471 5.991
H 9.813 -28.048 8.561
H 7.745 -29.282 8.872
H 6.917 -27.883 8.125
H 7.460 -27.855 9.851
C 19.761 -20.644 10.863
C 18.469 -21.277 11.435
O 18.004 -21.051 12.537
N 17.828 -22.172 10.762
C 17.956 -22.533 9.312
H 20.427 -21.397 10.441
H 20.187 -20.031 11.657
H 19.408 -19.983 10.072
H 16.989 -22.536 11.189
H 18.551 -23.446 9.345
H 18.497 -21.751 8.779
H 17.068 -22.771 8.727
C 21.958 -18.573 1.983
C 20.926 -19.722 2.187
O 21.013 -20.718 1.532
N 19.978 -19.514 3.081
C 18.998 -20.516 3.437
H 21.816 -17.810 2.748
H 21.895 -18.091 1.007
H 22.949 -18.988 2.167
H 19.911 -18.684 3.652
H 19.237 -20.979 4.394
H 18.991 -21.351 2.736
H 18.017 -20.046 3.508
C 21.287 -25.381 -1.139
C 20.013 -25.723 -0.189
O 19.313 -26.708 -0.402
N 19.663 -24.871 0.772
C 20.338 -23.583 1.061
H 21.482 -24.313 -1.236
H 20.951 -25.899 -2.037
H 22.164 -25.904 -0.758
H 18.999 -25.180 1.468
H 20.189 -23.244 2.086
H 19.813 -22.780 0.543
H 21.397 -23.554 0.803
C 10.458 -26.587 11.638
C 11.328 -27.389 10.794
O 11.089 -28.510 10.452
N 12.525 -26.816 10.443
C 13.591 -27.438 9.553
H 9.808 -27.190 12.271
H 9.903 -26.071 10.855
H 10.949 -25.819 12.236
H 12.850 -26.019 10.971
H 14.550 -27.314 10.055
H 13.583 -27.062 8.530
H 13.512 -28.524 9.521
C 17.939 -28.971 -2.048
C 16.604 -28.755 -1.311
O 15.751 -29.642 -1.319
N 16.520 -27.508 -0.744
C 15.324 -27.021 -0.006
H 18.320 -28.281 -2.800
H 17.874 -29.969 -2.481
H 18.634 -29.014 -1.209
H 17.327 -26.909 -0.847
H 14.698 -27.846 0.333
H 14.888 -26.252 -0.644
H 15.608 -26.421 0.859
C 14.627 -24.267 7.695
C 13.596 -23.518 6.931
O 12.666 -22.969 7.528
N 13.702 -23.599 5.634
C 12.943 -22.790 4.753
H 14.103 -25.035 8.266
H 15.098 -23.562 8.380
H 15.363 -24.702 7.020
H 14.395 -24.253 5.300
H 13.533 -22.204 4.048
H 12.434 -21.943 5.212
H 12.291 -23.469 4.204
C 14.993 -22.715 1.605
Cl 13.305 -22.739 1.016
Cl 15.524 -21.024 1.894
H 15.087 -23.303 2.518
H 15.713 -23.048 0.858
C 17.808 -26.553 8.943
Cl 18.108 -28.265 9.077
Cl 17.485 -25.888 10.549
H 18.708 -26.048 8.593
H 16.998 -26.379 8.235
C 18.313 -28.976 2.236
Cl 18.388 -30.689 1.753
Cl 19.386 -28.686 3.650
H 18.567 -28.443 1.319
H 17.357 -28.559 2.552
C 11.984 -28.008 -0.857
Cl 12.016 -28.938 0.621
Cl 11.297 -26.307 -0.482
H 12.926 -27.879 -1.391
H 11.276 -28.448 -1.558
F 24.072 -19.853 8.161
C 23.319 -20.702 7.414
C 21.971 -20.628 7.551
C 21.181 -21.592 6.880
C 21.880 -22.554 6.087
C 23.235 -22.492 5.845
C 23.974 -21.502 6.480
H 21.476 -19.985 8.263
H 20.117 -21.584 7.063
H 21.248 -23.242 5.544
H 23.687 -23.334 5.341
H 25.054 -21.530 6.458
```

Properties
Multiplicity   2
Frontier orbital gap (spin up / spin down)   8.404 / 2.909 eV
Max |F|   6.1 eV/A
E_LUMO (spin up / spin down)   -0.39 / -5.88 eV

=====

Entry 9:
The following is a DFT calculation (wB97M-V/def2-TZVPD) of C3H7AlO as an isolated structure.

The geometry in XYZ format:
```
12
Properties=species:S:1:pos:R:3
Al 3.848 0.870 0.790
C -0.877 -1.261 0.029
C 0.121 -0.189 -0.385
C -0.217 1.242 0.126
O 1.358 -0.551 -0.170
H -1.904 -1.096 -0.295
H -0.861 -1.451 1.106
H -0.591 -2.179 -0.502
H 0.075 -0.083 -1.522
H 0.574 1.936 -0.150
H -0.348 1.160 1.211
H -1.179 1.602 -0.238
```

Properties
Frontier orbital gap   6.050 eV
Net charge   +2
Max |F|   5.6 eV/A
E_LUMO   -14.38 eV

=====

Entry 10:
The following is a DFT calculation (wB97M-V/def2-TZVPD) of C22H28N3O3PReSbTe as an isolated structure.

The geometry in XYZ format:
```
60
Properties=species:S:1:pos:R:3
Re 9.123 13.393 7.386
C 11.821 13.646 8.863
C 12.069 13.815 7.365
C 13.320 14.041 6.792
C 13.401 14.083 5.461
C 12.255 13.919 4.622
C 10.993 13.873 5.221
N 10.968 13.714 6.528
Sb 9.220 14.259 3.968
C 8.672 15.726 5.409
C 8.244 16.920 4.850
C 7.961 17.889 5.850
C 8.045 17.637 7.179
C 8.330 16.395 7.588
C 8.175 16.018 9.079
N 8.641 15.416 6.704
C 7.886 12.738 4.806
C 7.124 12.034 3.866
C 5.969 11.367 4.316
C 5.583 11.435 5.641
C 6.378 12.106 6.589
C 5.930 12.413 7.961
N 7.541 12.702 6.130
H 12.532 14.251 9.392
H 11.613 12.600 9.194
H 10.936 14.190 9.180
H 14.126 13.946 7.552
H 14.393 14.091 4.992
H 12.429 13.991 3.562
H 8.352 17.253 3.864
H 7.583 18.883 5.605
H 7.930 18.431 7.919
H 9.066 15.546 9.412
H 7.345 15.350 9.260
H 8.086 16.874 9.757
H 7.328 11.927 2.791
H 5.356 10.736 3.593
H 4.618 11.100 6.014
H 5.539 13.431 8.010
H 6.791 12.328 8.649
H 5.058 11.897 8.187
C 9.144 7.141 7.598
C 8.255 8.190 8.279
O 8.521 9.508 7.809
P 9.862 10.288 8.062
O 9.178 11.842 8.415
Te 11.466 9.818 9.603
O 10.353 10.693 6.574
C 11.149 9.729 5.901
C 12.345 10.369 5.217
H 8.744 6.129 7.895
H 10.211 7.238 7.888
H 8.972 7.033 6.544
H 8.372 8.183 9.360
H 7.253 7.927 8.121
H 10.527 9.208 5.179
H 11.481 9.027 6.629
H 12.103 11.127 4.484
H 12.941 9.531 4.736
H 12.962 10.875 6.037
```

Properties
Multiplicity   4
Frontier orbital gap (spin up / spin down)   4.644 / 4.785 eV
Net charge   +3
Max |F|   4.2 eV/A
E_LUMO (spin up / spin down)   -11.42 / -11.36 eV

=====

Entry 11:
The following is a DFT calculation (wB97M-V/def2-TZVPD) of a 2-piece molecular cluster, C4H12O overall.

The geometry in XYZ format:
```
17
Properties=species:S:1:pos:R:3
C 0.065 1.425 0.833
C 1.403 0.855 0.301
C 2.216 0.099 1.362
C 1.407 0.021 -1.002
H -0.833 1.088 0.329
H 0.175 1.449 1.917
H -0.062 2.504 0.599
H 1.884 1.830 0.112
H 1.796 0.046 2.366
H 3.225 0.535 1.370
H 2.509 -0.900 1.002
H 1.023 0.682 -1.784
H 2.427 -0.316 -1.140
H 0.768 -0.840 -0.772
O -5.949 -2.979 -2.186
H -6.177 -2.061 -1.959
H -5.876 -3.437 -1.349
```

Properties
Frontier orbital gap   11.419 eV
SMILES   CC(C)C.O
Max |F|   2.0 eV/A
E_LUMO   0.98 eV